# 1
74
Properties=species:S:1:pos:R:3:mulliken_charge:R:1 method="wB97M-V/def2-TZVPD" charge=+3 homo_energy_ev="-13.71 / -13.86" spin_multiplicity=1 e_tot_ha=-4829.347132 de_lowest_kj_mol=255.27 gap_ev="5.187 / 5.345"
Re -0.15 -0.01 0.03 0.3063
F -5.61 -2.50 0.35 -0.3669
C -5.13 -2.23 -0.88 0.0644
C -3.94 -1.57 -0.97 -0.5209
C -3.42 -1.21 -2.22 0.5526
C -2.13 -0.54 -2.30 1.4818
O -1.55 -0.23 -1.24 -0.1406
C -1.67 -0.25 -3.65 -0.1844
C -2.47 -0.62 -4.74 -0.3861
N -3.62 -1.24 -4.63 0.2725
C -4.33 -1.63 -5.85 -0.3344
C -5.62 -0.95 -6.20 -0.3325
C -4.39 -0.69 -7.01 -1.0183
C -4.14 -1.57 -3.36 -0.0590
C -5.34 -2.26 -3.25 -1.1421
C -5.89 -2.59 -2.00 -0.4237
N -7.12 -3.23 -1.91 0.1157
C -7.50 -4.14 -0.84 -0.7923
C -8.70 -3.59 -0.08 -0.6762
N -9.83 -3.39 -1.04 -0.0948
C -9.42 -2.48 -2.16 -0.9129
C -8.19 -3.04 -2.87 -0.5591
C -0.57 0.51 -4.08 0.4488
O -0.15 1.17 -4.92 -0.2246
O 1.00 -0.44 -2.60 -0.2395
H -3.40 -1.31 -0.07 0.4956
H -2.13 -0.41 -5.74 0.6786
H -4.24 -2.69 -6.05 0.4596
H -5.97 -0.15 -5.55 0.2264
H -6.41 -1.54 -6.64 0.3144
H -3.93 0.29 -6.90 0.3440
H -4.31 -1.11 -8.00 0.2845
H -5.85 -2.57 -4.15 0.9105
H -6.68 -4.32 -0.16 0.5151
H -7.77 -5.11 -1.29 0.3111
H -8.45 -2.63 0.37 0.4172
H -9.02 -4.28 0.71 0.3882
H -10.65 -3.01 -0.56 0.3552
H -10.10 -4.29 -1.43 0.3865
H -9.19 -1.50 -1.73 0.3657
H -10.25 -2.37 -2.86 0.4384
H -7.90 -2.34 -3.64 0.4314
H -8.44 -4.00 -3.35 0.2923
S -0.96 1.94 2.80 -0.0337
Sb -0.89 -0.56 3.74 0.6806
S -1.24 -1.48 1.57 -0.4452
S -1.36 1.87 0.78 -0.1071
S 0.86 1.04 3.11 -0.0749
O 1.59 -0.11 0.12 -0.0191
C 2.78 -0.93 -0.07 2.7959
C 2.86 -1.80 1.17 -0.1331
C 3.26 -1.41 2.42 -0.9843
C 2.96 -2.37 3.42 -0.9777
C 2.32 -3.47 2.92 -0.5136
S 2.09 -3.35 1.22 0.0882
C 2.65 -1.76 -1.34 -0.5300
C 1.91 -1.53 -2.47 -0.3084
C 2.12 -2.46 -3.51 -0.5584
C 3.06 -3.38 -3.17 -0.7101
S 3.66 -3.12 -1.59 0.0846
C 3.98 -0.04 -0.25 -0.4173
C 4.09 1.01 -1.13 -0.3841
C 5.41 1.51 -1.23 -0.7473
C 6.28 0.81 -0.45 -0.5084
S 5.51 -0.43 0.44 0.0007
H 3.75 -0.47 2.63 0.7757
H 3.24 -2.27 4.45 0.4849
H 2.01 -4.36 3.44 0.5066
H 1.50 0.35 -2.85 0.2672
H 1.62 -2.44 -4.47 0.4667
H 3.43 -4.19 -3.77 0.5030
H 3.25 1.44 -1.66 0.4121
H 5.70 2.33 -1.86 0.4448
H 7.34 0.97 -0.33 0.4939

---

# 2
68
Properties=species:S:1:pos:R:3:nbo_charge:R:1 method="wB97M-V/def2-TZVPD" charge=+1 homo_energy_ev="-10.42 / -10.42" spin_multiplicity=1 e_tot_ha=-2725.304674 de_lowest_kj_mol=139.48 gap_ev="4.609 / 4.610"
Pd 0.25 -0.80 -1.22 1.1047
I -3.25 -4.14 -1.43 0.3096
C -3.48 -2.11 -1.60 -0.1500
C -4.68 -1.50 -1.28 -0.3105
C -4.84 -0.12 -1.36 -0.0682
I -6.66 0.66 -0.81 0.2881
C -3.76 0.73 -1.78 -0.0799
C -3.83 2.13 -1.84 -0.1071
C -2.72 2.84 -2.21 -0.2452
C -1.53 2.16 -2.48 0.1022
N -1.43 0.84 -2.42 -0.4648
C -2.53 0.14 -2.10 0.1137
C -2.37 -1.32 -2.07 0.3750
O -1.30 -1.85 -2.44 -0.5126
H -5.51 -2.11 -0.94 0.2534
H -4.75 2.64 -1.59 0.2378
H -2.74 3.92 -2.27 0.2404
H -0.63 2.70 -2.73 0.2160
C 3.03 -0.13 -1.73 -0.4474
N 1.87 -0.64 -2.51 -0.3619
C 1.60 0.27 -3.63 -0.4274
C 2.17 -2.02 -3.00 -0.2450
C 1.96 -2.96 -1.85 -0.1433
C 2.56 -4.21 -1.73 -0.1823
C 2.24 -5.03 -0.65 -0.2057
C 1.32 -4.61 0.30 -0.1808
C 0.71 -3.36 0.20 -0.2972
C 1.06 -2.56 -0.87 0.0836
H 3.89 -0.04 -2.40 0.2032
H 3.27 -0.84 -0.94 0.2240
H 2.77 0.84 -1.32 0.2594
H 2.46 0.30 -4.30 0.2054
H 1.43 1.27 -3.22 0.2378
H 0.71 -0.07 -4.17 0.2277
H 3.18 -2.05 -3.41 0.2164
H 1.46 -2.24 -3.80 0.2333
H 3.27 -4.54 -2.47 0.2240
H 2.71 -6.00 -0.56 0.2286
H 1.07 -5.25 1.13 0.2258
H 0.00 -3.03 0.94 0.2510
C 1.03 -0.19 6.78 -0.6373
C 0.55 -0.04 5.36 0.0302
C 1.26 -0.61 4.30 -0.2193
C 0.82 -0.47 3.00 -0.1153
C -0.36 0.23 2.75 -0.4039
C -1.08 0.80 3.79 -0.1582
C -0.62 0.66 5.09 -0.2126
S -0.90 0.42 1.10 2.3195
O -2.13 1.17 1.11 -0.9336
O -1.02 -0.95 0.52 -0.9687
N 0.26 1.00 0.19 -1.0018
C 0.58 2.35 0.12 0.3609
C 0.13 3.31 1.04 -0.2914
C 0.52 4.62 0.86 -0.1379
C 1.34 4.96 -0.21 -0.2909
C 1.74 3.94 -1.05 0.0592
N 1.37 2.67 -0.91 -0.5107
H 2.01 -0.67 6.82 0.2224
H 0.34 -0.81 7.35 0.2335
H 1.10 0.78 7.27 0.2312
H 2.17 -1.15 4.50 0.2208
H 1.37 -0.91 2.18 0.2208
H -2.00 1.34 3.57 0.2452
H -1.18 1.10 5.90 0.2241
H -0.51 3.04 1.86 0.2298
H 0.19 5.38 1.56 0.2262
H 1.67 5.97 -0.37 0.2308
H 2.38 4.15 -1.90 0.1953

---

# 3
70
Properties=species:S:1:pos:R:3:nbo_charge:R:1 method="wB97M-V/def2-TZVPD" charge=0 homo_energy_ev=-8.40 spin_multiplicity=1 e_tot_ha=-9917.495204 de_lowest_kj_mol=5.00 gap_ev=7.361
Ca 0.01 0.10 -0.34 1.7424
S 5.09 -2.91 -0.69 0.5427
C 6.64 -3.57 -0.42 -0.4107
C 7.50 -2.66 0.12 -0.2605
C 6.90 -1.39 0.28 -0.2375
C 5.59 -1.36 -0.13 -0.2777
C 4.67 -0.22 -0.12 0.0086
C 3.28 -0.42 -0.25 0.0651
N 2.41 0.57 -0.25 -0.5394
C 2.85 1.84 -0.12 0.2195
C 4.20 2.15 0.03 -0.0994
C 4.61 3.52 0.19 -0.1564
C 3.70 4.51 0.20 -0.1930
C 2.30 4.23 0.05 -0.0945
C 1.33 5.24 0.05 -0.0648
C 0.00 4.93 -0.11 -0.1107
C -0.32 3.57 -0.28 0.0906
N 0.57 2.60 -0.29 -0.5013
C 1.87 2.91 -0.12 0.1435
C -1.07 5.93 -0.11 -0.2467
C -2.27 5.89 -0.76 -0.2254
C -3.07 7.04 -0.53 -0.2503
C -2.47 7.93 0.29 -0.4071
S -0.93 7.39 0.80 0.4607
C 5.12 1.08 0.01 -0.1543
H 6.83 -4.60 -0.65 0.2428
H 8.52 -2.88 0.39 0.2250
H 7.41 -0.53 0.71 0.2148
H 2.86 -1.42 -0.37 0.2731
H 5.66 3.73 0.30 0.2204
H 4.01 5.54 0.33 0.2209
H 1.64 6.27 0.16 0.2161
H -1.36 3.27 -0.38 0.2005
H -2.57 5.07 -1.41 0.2250
H -4.05 7.19 -0.97 0.2317
H -2.84 8.88 0.63 0.2446
H 6.17 1.29 0.10 0.2182
C -4.59 0.77 0.17 -0.9442
As -2.95 -0.29 0.31 0.8092
C -3.51 -1.87 -0.66 -0.9418
C -3.14 -0.89 2.16 -0.3086
C -4.32 -1.53 2.53 -0.2056
C -4.53 -1.99 3.82 -0.2005
C -3.53 -1.81 4.77 -0.2221
C -2.36 -1.18 4.42 -0.1475
C -2.14 -0.71 3.12 -0.3436
As -0.44 0.15 2.71 0.8287
C -0.42 1.50 4.13 -0.9457
C 0.80 -1.14 3.47 -0.9426
H -5.46 0.19 0.48 0.2209
H -4.72 1.08 -0.87 0.2271
H -4.52 1.66 0.80 0.2260
H -4.49 -2.22 -0.33 0.2109
H -2.77 -2.66 -0.52 0.2877
H -3.55 -1.63 -1.72 0.2367
H -5.10 -1.69 1.79 0.2069
H -5.45 -2.49 4.07 0.2158
H -3.68 -2.17 5.78 0.2146
H -1.59 -1.05 5.17 0.1942
H -0.59 1.05 5.11 0.2192
H -1.19 2.24 3.94 0.2285
H 0.55 1.99 4.13 0.2258
H 0.54 -1.40 4.50 0.2134
H 1.81 -0.71 3.46 0.2239
H 0.78 -2.02 2.83 0.2759
O -0.01 -1.44 -1.95 -1.2199
Se 0.19 -2.74 -0.91 2.7521
O 1.77 -3.13 -0.86 -1.0889
O -0.19 -1.97 0.54 -1.2420
O -0.83 -3.94 -1.22 -1.0409

---

# 4
66
Properties=species:S:1:pos:R:3:nbo_charge:R:1 method="wB97M-V/def2-TZVPD" charge=+2 homo_energy_ev="-14.01 / -13.97" spin_multiplicity=1 e_tot_ha=-1999.140977 de_lowest_kj_mol=187.48 gap_ev="5.203 / 5.374"
Au -1.92 0.04 0.38 0.9254
C -2.63 -0.48 3.52 -0.4267
N -1.71 0.39 2.80 -0.4551
C -0.33 0.21 3.22 -0.4314
C -2.13 1.80 2.87 -0.2576
C -1.62 2.61 1.72 -0.1521
C -1.48 3.99 1.84 -0.1663
C -1.11 4.76 0.75 -0.1725
C -0.88 4.17 -0.48 -0.1674
C -1.03 2.79 -0.63 -0.3326
C -1.39 2.05 0.47 0.0931
H -2.73 -0.16 4.57 0.2159
H -2.27 -1.50 3.51 0.2186
H -3.62 -0.45 3.06 0.2133
H -0.19 0.50 4.27 0.2173
H 0.34 0.82 2.61 0.2165
H -0.05 -0.84 3.12 0.2138
H -1.82 2.24 3.82 0.2236
H -3.23 1.82 2.84 0.2333
H -1.68 4.46 2.80 0.2440
H -1.04 5.84 0.85 0.2498
H -0.62 4.76 -1.34 0.2478
H -0.92 2.34 -1.60 0.2517
F 3.83 -6.05 0.96 -0.2875
C 3.22 -4.91 0.68 0.4416
C 3.75 -4.08 -0.30 -0.2576
C 3.12 -2.88 -0.58 -0.2056
C 1.96 -2.54 0.11 -0.3666
C 1.43 -3.38 1.08 -0.2051
C 2.06 -4.58 1.36 -0.2686
Sb 1.09 -0.63 -0.39 1.3187
C 0.80 -0.81 -2.50 -0.4002
C -0.39 -1.35 -2.97 -0.2019
C -0.53 -1.64 -4.32 -0.2673
C 0.53 -1.36 -5.17 0.4412
F 0.41 -1.65 -6.46 -0.2895
C 1.71 -0.78 -4.72 -0.2604
C 1.84 -0.50 -3.37 -0.2132
C 2.82 0.61 -0.26 -0.4036
C 2.91 1.78 -1.02 -0.2004
C 4.04 2.56 -0.94 -0.2716
C 5.05 2.19 -0.06 0.4514
F 6.12 2.96 0.04 -0.2858
C 4.96 1.05 0.72 -0.2653
C 3.83 0.27 0.63 -0.2023
H 4.65 -4.37 -0.82 0.2559
H 3.53 -2.23 -1.34 0.2316
H 0.52 -3.12 1.61 0.2098
H 1.68 -5.26 2.11 0.2510
H -1.21 -1.56 -2.29 0.2063
H -1.42 -2.09 -4.72 0.2490
H 2.50 -0.56 -5.43 0.2545
H 2.76 -0.06 -3.01 0.2320
H 2.10 2.06 -1.69 0.2245
H 4.16 3.46 -1.53 0.2531
H 5.78 0.81 1.39 0.2560
H 3.74 -0.62 1.24 0.2343
N -6.15 -1.01 -0.35 -0.4731
C -6.17 0.34 -0.58 -0.0558
C -4.90 0.78 -0.40 -0.0934
N -4.11 -0.30 -0.07 -0.6137
C -4.89 -1.36 -0.05 0.2016
H -6.94 -1.63 -0.41 0.4528
H -7.07 0.88 -0.86 0.2587
H -4.49 1.77 -0.48 0.2339
H -4.58 -2.36 0.18 0.2284

---

# 5
81
Properties=species:S:1:pos:R:3:mulliken_charge:R:1 method="wB97M-V/def2-TZVPD" charge=-1 homo_energy_ev=-6.78 spin_multiplicity=1 e_tot_ha=-2938.240037 de_lowest_kj_mol=572.69 gap_ev=6.204
B 10.82 26.04 1.65 0.2054
F 11.90 25.35 1.09 -0.4380
F 9.89 26.44 0.66 -0.4812
F 10.33 25.15 2.47 -0.2597
F 11.23 27.14 2.37 -0.0597
C 6.69 28.22 -4.66 -0.6156
C 6.23 26.63 -4.43 0.1594
C 7.03 25.72 -3.74 0.8432
O 6.63 24.51 -3.66 -0.7092
C 8.21 26.25 -3.17 -0.5056
C 8.64 27.70 -3.24 0.4908
C 7.87 28.66 -4.09 0.4993
O 8.23 29.84 -4.34 -0.6285
O 9.64 28.19 -2.73 -0.3222
O 5.08 26.22 -4.96 -0.5321
H 6.07 28.91 -5.22 0.3968
H 8.65 25.37 -2.54 0.2596
H 9.90 27.63 -2.09 0.2642
H 5.14 25.18 -5.06 0.3913
C 6.26 28.27 4.66 -1.0073
C 7.67 27.85 4.46 0.3001
C 8.49 27.82 5.57 1.2453
O 9.69 27.56 5.35 -0.4782
C 8.04 28.20 6.83 -0.9842
C 6.46 28.67 7.02 0.7364
C 5.59 28.56 5.85 0.3247
O 4.41 28.85 5.96 -0.5977
O 6.19 29.30 8.12 -0.4672
O 8.18 27.41 3.32 -0.3716
H 5.58 28.30 3.72 0.3182
H 8.75 28.29 7.58 0.3792
H 6.92 29.56 8.82 0.3994
H 9.10 27.48 3.43 0.1040
C 6.69 20.43 2.58 -1.1945
C 7.75 19.90 1.50 0.0629
C 8.73 20.80 1.05 0.8868
O 9.62 20.46 0.19 -0.6774
C 8.81 22.13 1.59 -0.9666
C 7.76 22.67 2.64 0.4289
C 6.70 21.71 3.10 0.3854
O 5.90 22.14 3.95 -0.5918
O 7.89 23.96 3.12 -0.2199
O 7.68 18.62 1.02 -0.3758
H 6.06 19.79 2.85 0.7158
H 9.52 22.74 1.28 1.0778
H 8.59 24.30 2.95 0.3154
H 8.38 18.49 0.71 0.2138
C 12.70 30.67 5.33 -1.0318
C 12.06 30.01 4.03 0.3719
C 10.83 30.48 3.46 0.8502
O 10.40 29.89 2.47 -0.5546
C 10.08 31.48 4.17 -0.7974
C 10.66 32.16 5.40 0.6106
C 11.99 31.73 5.97 0.5979
O 12.47 32.40 6.92 -0.6450
O 10.03 33.20 6.06 -0.4723
O 12.74 29.09 3.39 -0.4850
H 13.48 30.19 5.74 0.5278
H 9.06 31.58 3.87 0.3519
H 9.16 33.39 5.67 0.3347
H 12.32 28.71 2.56 0.3790
C 13.78 21.34 4.11 -0.8822
C 13.21 20.82 2.78 0.5687
O 13.61 19.82 2.34 -0.5577
C 12.31 21.63 1.94 -0.6130
H 12.84 21.62 4.68 0.2543
H 14.48 22.19 3.94 0.0784
H 14.41 20.68 4.54 0.4476
H 11.46 21.92 2.65 0.0518
H 11.82 21.09 1.19 0.4863
H 12.74 22.56 1.32 0.1960
C 14.69 26.21 5.57 -0.9242
C 14.02 25.21 4.66 0.7613
O 14.77 24.69 3.71 -0.5950
C 12.51 24.76 4.76 -0.5400
H 15.03 25.66 6.65 0.2315
H 14.12 27.07 5.82 0.2239
H 15.54 26.81 5.00 0.2532
H 12.35 24.51 5.73 0.7800
H 12.32 23.92 4.12 -0.1253
H 11.90 25.45 4.66 -0.0532

---

# 6
71
Properties=species:S:1:pos:R:3:mulliken_charge:R:1 method="wB97M-V/def2-TZVPD" charge=+1 s_squared=0.766 homo_energy_ev="-10.97 / -11.50" spin_multiplicity=2 e_tot_ha=-2316.718203 gap_ev="7.865 / 7.387"
Ir -0.67 0.50 0.09 1.2129
C 1.57 -4.25 -1.01 -1.5404
C 1.01 -3.23 -0.09 0.3433
C 0.79 -3.30 1.27 -0.9961
C 0.26 -2.07 1.66 0.0800
N 0.15 -1.30 0.57 0.0633
N 0.61 -2.01 -0.51 0.7012
B 0.50 -1.47 -1.97 -0.9762
N 1.22 -0.08 -1.99 0.0543
N 1.01 0.74 -0.97 0.9055
C 1.74 1.98 -1.16 1.4090
C 2.40 1.74 -2.48 -1.3004
C 2.07 0.52 -2.92 0.4540
C 2.48 -0.20 -4.16 -1.5386
C 2.71 2.26 -0.03 -0.1857
C 3.75 3.17 -0.24 -0.7932
C 4.63 3.48 0.77 -0.8802
C 4.50 2.89 2.02 -0.4529
C 3.47 1.98 2.24 -1.0010
C 2.59 1.67 1.22 0.2765
N -1.02 -1.25 -2.21 0.5069
N -1.63 -0.71 -1.15 0.4654
C -2.91 -0.45 -1.45 0.4378
C -3.15 -0.92 -2.74 -1.4308
C -1.93 -1.40 -3.19 0.9200
C -1.57 -2.02 -4.50 -1.4199
C -3.61 0.32 -0.42 0.8954
C -4.82 0.97 -0.64 -0.8869
C -5.33 1.81 0.34 -0.6514
C -4.65 2.04 1.53 -0.7224
C -3.45 1.39 1.76 -0.3060
C -2.94 0.53 0.79 0.1850
C -0.08 -1.63 3.02 1.3410
C -0.26 -0.29 3.38 0.3171
C -0.56 0.06 4.69 -1.4234
C -0.68 -0.92 5.67 -0.5175
C -0.48 -2.25 5.33 -0.7986
C -0.18 -2.60 4.02 -1.0712
H 1.85 -5.14 -0.45 0.3979
H 2.45 -3.88 -1.53 0.2984
H 0.83 -4.54 -1.77 0.2972
H 1.03 -4.15 1.90 0.4894
H 0.98 -2.22 -2.76 -0.0847
H 3.04 2.45 -2.97 0.5979
H 3.35 0.28 -4.60 0.4396
H 1.68 -0.20 -4.89 0.2067
H 2.74 -1.24 -3.94 0.2911
H 3.86 3.65 -1.21 0.3300
H 5.43 4.19 0.59 0.4063
H 5.19 3.13 2.82 0.4180
H 3.37 1.50 3.21 0.4759
H 1.81 0.94 1.41 0.4521
H -4.07 -0.90 -3.29 0.5155
H -2.47 -2.32 -5.04 0.4055
H -0.94 -2.90 -4.36 0.2988
H -1.03 -1.31 -5.13 0.2251
H -5.34 0.84 -1.58 0.4581
H -6.27 2.32 0.16 0.4024
H -5.06 2.70 2.27 0.4485
H -2.92 1.53 2.69 0.5163
H -2.13 -0.16 1.19 -0.0954
H -0.13 0.51 2.66 0.8618
H -0.69 1.10 4.94 0.4675
H -0.91 -0.65 6.69 0.4321
H -0.56 -3.02 6.08 0.4075
H -0.04 -3.64 3.78 0.3562
O -1.08 4.46 -0.80 -0.6547
S -0.60 3.14 -0.67 0.9368
O -0.42 2.63 0.73 -0.7171
O -1.35 2.06 -1.37 -0.6039
O 0.86 3.15 -1.29 -0.3527

---

# 7
69
Properties=species:S:1:pos:R:3:nbo_charge:R:1 method="wB97M-V/def2-TZVPD" charge=-1 s_squared=0.757 homo_energy_ev="-3.06 / -4.27" spin_multiplicity=2 e_tot_ha=-2307.265348 de_lowest_kj_mol=290.17 gap_ev="5.754 / 6.955"
Hg -0.57 -1.31 0.41 1.4990
C 3.01 1.86 5.51 -0.6153
C 1.93 1.58 4.50 -0.0803
C 1.60 2.51 3.51 -0.1959
C 0.67 2.23 2.53 -0.2599
C -0.03 1.00 2.48 0.2886
N -0.89 0.67 1.47 -0.8450
C -1.73 1.64 0.95 0.2546
C -2.34 2.61 1.77 -0.2900
C -3.27 3.51 1.28 -0.1928
C -3.67 3.49 -0.05 -0.0849
C -4.72 4.43 -0.57 -0.6150
C -3.06 2.56 -0.88 -0.1807
C -2.11 1.66 -0.41 0.0710
N -1.51 0.76 -1.33 -0.3370
C -0.19 0.90 -1.70 0.0115
C 0.47 0.08 -2.52 -0.3630
C -0.20 -1.12 -3.14 -0.1584
N -2.33 -0.24 -1.88 -0.1756
C 0.28 0.10 3.52 0.0439
C 1.25 0.38 4.48 -0.1953
N -0.45 -1.12 3.68 -0.1536
C -1.02 -1.55 4.82 -0.0271
C -1.53 -2.81 4.57 -0.3557
C -1.21 -3.06 3.23 -0.0310
N -0.55 -2.03 2.71 -0.3222
H 3.00 2.91 5.82 0.2063
H 4.00 1.65 5.10 0.2104
H 2.88 1.24 6.40 0.2055
H 2.12 3.47 3.48 0.1983
H 0.46 2.96 1.76 0.2144
H -2.07 2.63 2.82 0.2086
H -3.71 4.23 1.96 0.1935
H -4.74 5.36 0.00 0.2031
H -5.72 3.98 -0.51 0.2073
H -4.54 4.69 -1.62 0.2082
H -3.31 2.51 -1.93 0.2130
H 0.31 1.73 -1.21 0.2141
H 1.52 0.26 -2.70 0.2120
H 0.36 -2.03 -2.89 0.2268
H 1.46 -0.38 5.23 0.2052
H -1.03 -0.93 5.70 0.2221
H -2.07 -3.44 5.26 0.2243
H -1.42 -3.92 2.62 0.2210
Cl 4.81 -3.15 -4.30 -0.0533
C 3.65 -3.13 -2.99 -0.1312
C 2.76 -4.21 -2.85 -0.1879
C 1.84 -4.21 -1.84 -0.3177
C 1.73 -3.13 -0.89 0.5117
O 0.85 -3.17 0.02 -0.7960
C 2.67 -2.06 -1.07 -0.3335
C 2.69 -0.88 -0.23 0.4264
O 1.94 -0.59 0.69 -0.6129
C 3.60 -2.09 -2.12 -0.1612
H 2.80 -5.03 -3.56 0.2148
H 1.13 -5.02 -1.73 0.2169
H 3.49 -0.16 -0.50 0.0963
H 4.29 -1.26 -2.23 0.2127
C 1.04 -1.10 -5.21 -0.4135
N -0.28 -1.10 -4.61 -0.4257
C -1.09 0.00 -5.11 -0.4235
C -1.56 -1.27 -2.52 0.2009
N -1.93 -1.64 -1.29 -0.6244
H 0.95 -1.26 -6.29 0.1886
H 1.64 -1.90 -4.79 0.2066
H 1.58 -0.15 -5.07 0.1574
H -1.19 -0.09 -6.19 0.1857
H -0.64 0.99 -4.89 0.1631
H -2.08 -0.04 -4.66 0.2156